The following is a quantum chemistry calculation of a cluster of 8 separate species, C26H48F4NO30S7 in total at a distorted geometry, from OMol25.

Last column: Mulliken spin population.
Atoms and positions in Å:
C: -1.9800 -0.7586 -0.1518  0.014
C: -1.1978 0.4389 0.5392  0.042
C: -1.9829 0.7500 1.8488  0.032
C: -1.3266 1.6587 -0.4355  0.003
C: 0.0099 2.0948 -1.1063  -0.019
F: -0.1693 3.3703 -1.6624  0.000
C: 0.5990 1.0762 -2.1072  0.022
C: -0.1069 1.0338 -3.4950  0.006
O: -1.5034 0.9222 -3.4483  0.001
C: 0.4660 -0.2096 -4.2447  -0.002
F: -0.0440 -0.2887 -5.4913  0.000
F: 1.8091 -0.1911 -4.2823  0.000
F: 0.1235 -1.3685 -3.6291  0.000
C: 1.0584 2.2674 0.0647  0.009
C: 1.1441 1.0348 1.0338  0.004
C: 2.5876 0.3947 0.8145  0.021
C: 1.1354 1.5531 2.5016  0.031
N: 0.1800 -0.0433 0.7446  0.326
O: 0.2299 -0.9937 1.6081  0.575
H: -2.8598 -0.3903 -0.7189  -0.002
H: -2.2896 -1.5187 0.5867  0.000
H: -1.2864 -1.1820 -0.9153  -0.005
H: -3.0631 0.6986 1.5769  0.001
H: -1.8499 -0.0169 2.6370  -0.004
H: -1.8279 1.7729 2.2127  -0.011
H: -2.1407 1.5284 -1.1733  0.001
H: -1.6467 2.5286 0.1843  -0.004
H: 1.6627 1.3587 -2.2713  -0.001
H: 0.6167 0.0396 -1.7145  -0.025
H: 0.1438 1.9007 -4.1422  0.000
H: -1.7871 -0.0016 -3.3893  0.000
H: 2.0269 2.5842 -0.3598  0.001
H: 0.6876 3.1261 0.6695  -0.002
H: 3.1254 0.8373 -0.0435  0.000
H: 2.4996 -0.6941 0.6078  -0.003
H: 3.2248 0.4854 1.7135  -0.001
H: 0.1901 2.0381 2.8084  -0.004
H: 1.4005 0.7186 3.1860  -0.003
H: 1.9308 2.3143 2.6634  0.000
C: 0.6797 2.1367 -7.6878  0.000
C: 1.3225 3.3751 -7.0980  0.000
O: 1.8269 4.0956 -8.2254  0.000
S: 0.8602 3.8442 -9.4919  0.000
O: -0.0409 4.9335 -9.5943  0.000
O: 1.6562 3.4097 -10.5808  0.000
O: 0.0576 2.5805 -8.8966  0.000
H: 1.4304 1.3854 -7.9459  0.000
H: -0.0578 1.6967 -7.0196  0.000
H: 2.1256 3.1373 -6.4034  0.000
H: 0.5830 4.0047 -6.5961  0.000
C: -2.1861 -3.3115 -5.1644  0.000
C: -1.5718 -3.8409 -6.4426  0.000
O: -1.6301 -5.2653 -6.3101  0.000
S: -2.9392 -5.6670 -5.4607  0.000
O: -3.9728 -6.0224 -6.3634  0.000
O: -2.5381 -6.5093 -4.3932  0.000
O: -3.2669 -4.2034 -4.8721  0.000
H: -1.4753 -3.3539 -4.3360  0.000
H: -2.5540 -2.2925 -5.2739  0.000
H: -0.5454 -3.5086 -6.5802  0.000
H: -2.1650 -3.5569 -7.3154  0.000
C: -1.8714 3.3027 6.6567  0.000
C: -3.3610 3.5257 6.8283  0.000
O: -3.8811 3.5592 5.4945  0.000
S: -3.0065 2.5769 4.5633  0.000
O: -3.6784 1.3336 4.4610  0.000
O: -2.5735 3.3138 3.4311  0.000
O: -1.7593 2.3918 5.5609  0.000
H: -1.3598 4.2288 6.3844  0.000
H: -1.4085 2.8840 7.5474  0.000
H: -3.5861 4.4525 7.3511  0.000
H: -3.8296 2.6895 7.3536  0.000
C: -5.6590 -0.1775 -4.9527  0.000
C: -6.1854 1.1645 -5.4209  0.000
O: -5.0268 1.9993 -5.5130  0.000
S: -3.7553 1.1029 -5.9354  0.000
O: -3.5653 1.2173 -7.3376  0.000
O: -2.7036 1.3315 -4.9940  0.000
O: -4.4096 -0.3430 -5.6326  0.000
H: -5.4651 -0.1743 -3.8774  0.000
H: -6.3347 -0.9950 -5.1954  0.000
H: -6.9107 1.5901 -4.7314  0.000
H: -6.6302 1.0910 -6.4164  0.000
C: 4.6264 1.4561 5.9389  0.000
C: 4.6192 2.1870 7.2625  0.000
O: 3.6853 3.2600 7.0808  0.000
S: 2.5237 2.7876 6.0705  0.000
O: 1.4059 2.3629 6.8379  0.000
O: 2.4168 3.7479 5.0319  0.000
O: 3.2611 1.4818 5.4941  0.000
H: 5.2358 1.9820 5.1983  0.000
H: 4.9811 0.4293 6.0388  0.000
H: 5.5995 2.5730 7.5309  0.000
H: 4.2487 1.5468 8.0668  0.000
C: -2.6595 -6.0688 1.7798  0.000
C: -1.5679 -5.5391 0.8718  0.000
O: -1.7929 -4.1286 0.8163  -0.001
S: -2.4001 -3.6299 2.2249  -0.001
O: -1.3459 -3.1167 3.0158  0.002
O: -3.5884 -2.8998 1.9667  0.000
O: -2.8025 -5.0815 2.8042  0.000
H: -3.6112 -6.1507 1.2491  0.000
H: -2.4042 -7.0330 2.2147  0.000
H: -1.6078 -5.9734 -0.1249  0.000
H: -0.5772 -5.7077 1.3020  0.000
C: 7.1531 -3.6372 6.9205  0.000
C: 8.2256 -3.0933 5.9996  0.000
O: 7.9692 -1.6858 5.9363  0.000
S: 7.3665 -1.1935 7.3437  0.000
O: 8.4153 -0.6454 8.1199  0.000
O: 6.1585 -0.4836 7.0865  0.000
O: 6.9995 -2.6414 7.9379  0.000
H: 6.1987 -3.7427 6.3995  0.000
H: 7.4311 -4.5918 7.3617  0.000
H: 8.1862 -3.5359 5.0071  0.000
H: 9.2230 -3.2373 6.4219  0.000

Forces on atoms 1 to 6 (eV/Å):
0.845 0.238 -0.279
-2.659 -0.966 -1.295
-0.442 -0.199 -0.390
0.432 1.045 0.291
0.389 -1.047 1.960
0.156 -0.673 -0.395

Its multiplicity is 2. The value obtained for the HOMO-LUMO gap (alpha / beta) is 8.57 / 9.54 eV. For the highest occupied orbital energy (alpha / beta), the calculation gives -0.3080 / -0.3434 Eh.

---

The following is a quantum chemistry calculation of a structure of composition C26H48F5KN10O3P2Se at a distorted geometry, from OMol25.

Last column: Löwdin charge in e.
Atoms and positions in Å:
K: -0.4073 0.2550 0.8760  0.652
C: 4.4686 -3.1402 1.6082  -0.103
N: 3.2048 -2.4931 1.8705  -0.309
C: 3.0471 -1.8969 3.1782  -0.092
P: 2.2318 -2.0869 0.6109  0.468
O: 1.0635 -1.2746 0.9646  -0.472
O: 3.2374 -1.4171 -0.4387  -0.381
P: 3.1167 -0.3821 -1.7389  0.961
O: 0.4054 0.4430 -1.4465  -0.240
N: 4.1462 0.8074 -1.0187  -0.385
C: 3.8505 1.3128 0.3021  -0.116
C: 4.4491 1.8856 -1.9373  -0.151
N: 4.2830 -1.0801 -2.7295  -0.414
C: 3.9726 -1.4190 -4.0953  -0.148
C: 5.6330 -1.3780 -2.3141  -0.118
N: 1.8635 -3.5527 -0.1568  -0.290
C: 1.1919 -4.4702 0.7439  -0.110
C: 1.1237 -3.3578 -1.3847  -0.117
H: 4.6127 -3.9699 2.3060  0.088
H: 5.3051 -2.4411 1.7177  0.087
H: 4.4568 -3.5212 0.5892  0.074
H: 3.0473 -2.6747 3.9466  0.092
H: 2.0939 -1.3731 3.2200  0.006
H: 3.8543 -1.1881 3.3930  0.087
H: 3.4783 0.5082 0.9298  0.062
H: 3.1116 2.1257 0.2846  0.084
H: 4.7740 1.7022 0.7402  0.090
H: 4.4734 1.4947 -2.9547  0.063
H: 5.4298 2.3080 -1.7000  0.087
H: 3.7110 2.6982 -1.8794  0.077
H: 2.9312 -1.1612 -4.2960  0.053
H: 4.1135 -2.4910 -4.2814  0.082
H: 4.6135 -0.8681 -4.7982  0.081
H: 5.7421 -1.0990 -1.2697  0.068
H: 6.3595 -0.8147 -2.9100  0.084
H: 5.8458 -2.4455 -2.4247  0.084
H: 1.7639 -4.5357 1.6669  0.079
H: 1.1473 -5.4570 0.2782  0.088
H: 0.1730 -4.1412 0.9891  0.091
H: 1.6161 -2.5889 -1.9798  0.043
H: 0.0857 -3.0419 -1.2009  0.091
H: 1.1160 -4.2919 -1.9499  0.091
C: -1.2347 4.7251 -3.8685  -0.047
N: -0.4288 3.5392 -3.7012  -0.091
C: 0.4520 3.1498 -4.7870  -0.132
C: 0.9122 1.7532 -4.3675  -0.124
N: -0.2034 1.3094 -3.5565  -0.032
C: -0.0909 0.1401 -2.7199  -0.245
C: -0.8186 2.4192 -2.9933  -0.352
N: -1.5242 2.2592 -1.9504  0.084
C: -2.2083 3.2707 -1.2052  -0.209
C: -2.2050 2.8629 0.2815  -0.229
N: -2.6652 1.5135 0.4641  0.008
C: -3.8545 1.2042 0.8124  -0.351
N: -4.9462 1.9450 1.1926  -0.084
C: -5.2628 3.3263 0.9434  -0.044
C: -6.0285 1.1006 1.6502  -0.128
C: -5.3881 -0.2796 1.7114  -0.124
N: -4.2196 -0.1293 0.8693  -0.102
C: -3.2362 -1.1752 0.9311  -0.055
H: -0.9804 5.1869 -4.8217  0.087
H: -1.0292 5.4403 -3.0699  0.082
H: -2.3016 4.4923 -3.8751  0.095
H: 1.2793 3.8609 -4.8870  0.125
H: -0.0994 3.1145 -5.7372  0.124
H: 1.8405 1.7981 -3.7801  0.107
H: 1.0624 1.0815 -5.2157  0.123
H: 0.5932 -0.5640 -3.1978  0.097
H: -1.0929 -0.3022 -2.6414  0.137
H: -0.2106 1.1391 -1.1415  0.014
H: -3.2459 3.3346 -1.5620  0.110
H: -1.7420 4.2603 -1.2985  0.105
H: -2.7724 3.6005 0.8582  0.101
H: -1.1668 2.8921 0.6319  0.098
H: -4.7896 3.6839 0.0309  0.072
H: -4.9587 3.9610 1.7806  0.093
H: -6.3459 3.4124 0.8287  0.089
H: -6.8633 1.1287 0.9368  0.121
H: -6.3949 1.4323 2.6252  0.127
H: -6.0444 -1.0624 1.3218  0.124
H: -5.1039 -0.5411 2.7388  0.114
H: -3.7312 -2.1211 0.7084  0.098
H: -2.7633 -1.2379 1.9212  0.081
H: -2.4737 -0.9860 0.1777  0.053
F: -4.6948 -2.8941 6.9565  0.096
C: -3.7334 -2.2755 6.2451  -0.144
C: -2.4793 -2.8619 6.0903  -0.148
F: -2.2451 -4.0666 6.6401  0.099
C: -1.4945 -2.2182 5.3624  -0.261
F: -0.3038 -2.8210 5.2102  0.055
C: -1.7049 -0.9732 4.7478  -0.605
Se: -0.3493 -0.0851 3.8559  0.620
C: -2.9892 -0.4318 4.8945  -0.277
F: -3.2771 0.7320 4.2752  0.042
C: -3.9815 -1.0518 5.6304  -0.154
F: -5.1988 -0.4798 5.7419  0.088

Forces on atoms 1 to 6 (eV/Å):
-1.901 1.859 0.895
0.074 -0.126 -0.106
-0.416 0.225 -0.482
-0.229 0.134 0.227
1.255 -1.148 -0.466
1.774 -1.677 0.185

The value obtained for the HOMO-LUMO gap is 6.32 eV. For the highest occupied orbital energy, the calculation gives -0.2259 Eh.

---

The following is a quantum chemistry calculation of a cluster of 3 separate species, C26H48NO10 in total at a distorted geometry, from OMol25.

Last column: Löwdin charge in e.
Atoms and positions in Å:
C: 1.0825 -5.0517 3.2035  -0.054
C: 0.6641 -6.0908 2.1608  -0.352
C: -0.2010 -5.4249 1.0620  -0.046
C: 1.8006 -6.9818 1.5785  -0.307
C: 1.7286 -8.3747 2.2402  -0.037
C: 3.2289 -6.4746 1.6892  -0.073
O: 3.7464 -5.7507 0.5066  0.027
C: 2.9565 -4.8686 -0.0866  -0.240
N: 2.6809 -3.7193 0.5499  0.207
C: 1.9297 -2.7358 0.0112  0.007
C: 1.4209 -2.9045 -1.2521  0.055
C: 1.7080 -4.0726 -1.9611  -0.022
C: 1.1136 -4.1807 -3.3246  -0.491
O: -0.0207 -3.8494 -3.4958  0.173
O: 1.9119 -4.6260 -4.2809  0.161
C: 2.4818 -5.0811 -1.3956  -0.063
C: 2.8762 -6.3410 -2.0972  -0.058
C: 4.3095 -6.2420 -2.6128  -0.236
O: 4.9092 -7.1932 -2.9898  0.112
H: 0.3013 -4.3080 3.3242  0.083
H: 2.0027 -4.5222 2.9772  0.043
H: 1.1891 -5.5204 4.1779  0.092
H: -0.0095 -6.7643 2.6778  0.124
H: -0.0808 -5.9063 0.0959  0.074
H: -0.0351 -4.3519 1.0019  0.055
H: -1.2485 -5.5475 1.3194  0.086
H: 1.5720 -7.1514 0.5307  0.121
H: 2.5476 -8.9949 1.8899  0.084
H: 0.8002 -8.8386 1.9259  0.091
H: 1.7449 -8.2790 3.3208  0.094
H: 3.8967 -7.3208 1.7644  0.131
H: 3.4220 -5.8579 2.5618  0.120
H: 3.0484 -3.5751 1.4830  0.181
H: 1.7115 -1.8239 0.5422  0.145
H: 0.8186 -2.1451 -1.7185  0.142
H: 1.3641 -4.7238 -5.0773  0.160
H: 2.2113 -6.5651 -2.9191  0.131
H: 2.8741 -7.1915 -1.4258  0.129
H: 4.7909 -5.2476 -2.6108  0.141
C: -3.8758 -0.9734 0.4453  -0.103
O: -3.0482 -0.2282 1.3117  -0.188
C: -1.8429 -0.8929 1.6180  -0.221
C: -0.7765 0.0879 2.0575  -0.188
O: -0.1511 0.7720 0.9808  -0.148
C: -0.8947 1.8227 0.3609  -0.172
C: -0.9773 3.0835 1.1874  -0.201
O: -1.9645 2.9511 2.1958  -0.197
C: -1.7881 3.8860 3.2389  -0.104
H: -4.1664 -1.9282 0.8985  0.089
H: -4.7716 -0.3862 0.2588  0.093
H: -3.3731 -1.1624 -0.5110  0.087
H: -1.4799 -1.4487 0.7408  0.114
H: -2.0387 -1.6043 2.4347  0.128
H: 0.0307 -0.4865 2.5240  0.116
H: -1.1623 0.7782 2.8088  0.127
H: -1.8877 1.4805 0.0673  0.124
H: -0.3418 2.0592 -0.5502  0.127
H: -1.2500 3.9242 0.5353  0.127
H: 0.0022 3.2881 1.6369  0.130
H: -0.8144 3.7514 3.7247  0.088
H: -2.5714 3.7120 3.9734  0.089
H: -1.8694 4.9129 2.8670  0.090
C: -0.2125 10.6964 -0.3034  -0.110
O: -0.3636 9.5999 -1.1773  -0.197
C: 0.4121 8.4832 -0.7830  -0.209
C: -0.1459 7.2061 -1.3694  -0.184
O: -1.2840 6.7013 -0.6828  -0.144
C: -2.5168 7.3819 -0.8872  -0.179
C: -3.1424 7.1344 -2.2412  -0.208
O: -2.5265 7.9338 -3.2348  -0.197
C: -2.7594 7.4453 -4.5359  -0.112
H: 0.8267 11.0436 -0.2786  0.089
H: -0.8434 11.5022 -0.6724  0.089
H: -0.5319 10.4359 0.7124  0.088
H: 0.4343 8.3989 0.3103  0.127
H: 1.4392 8.6244 -1.1480  0.129
H: 0.6172 6.4328 -1.2523  0.124
H: -0.3432 7.3180 -2.4369  0.123
H: -2.4155 8.4503 -0.6917  0.124
H: -3.1914 6.9702 -0.1333  0.126
H: -4.2092 7.3934 -2.1948  0.130
H: -3.0468 6.0711 -2.4949  0.127
H: -2.3597 6.4304 -4.6509  0.087
H: -2.2444 8.1035 -5.2324  0.089
H: -3.8293 7.4432 -4.7737  0.089

Forces on atoms 1 to 6 (eV/Å):
-0.303 -0.369 0.255
-0.091 0.596 -0.573
-0.061 -0.279 0.399
-0.213 -0.184 0.504
0.063 0.504 -0.459
0.256 -0.055 0.104

As for the total charge: +1. The value obtained for the HOMO-LUMO gap is 5.93 eV. For the highest occupied orbital energy, the calculation gives -0.3858 Eh.

---

The following is a quantum chemistry calculation of a cluster of 8 separate species, C26H48O18S3 in total at a distorted geometry, from OMol25.

Last column: Löwdin charge in e.
Atoms and positions in Å:
C: -12.7004 -5.6191 14.5544  -0.016
C: -12.8030 -6.8543 13.7010  -0.329
C: -11.4863 -7.4825 13.6001  -0.104
O: -11.8444 -8.8166 13.8382  0.113
C: -13.0742 -8.9754 14.2020  -0.654
O: -13.5465 -10.0207 14.4618  0.182
O: -13.7310 -7.8268 14.2191  0.116
H: -11.6781 -5.2661 14.4184  0.068
H: -12.8278 -5.9083 15.5976  0.107
H: -13.4550 -4.8690 14.3179  0.074
H: -13.2834 -6.6231 12.7503  0.163
H: -10.7501 -7.0525 14.2792  0.135
H: -11.0692 -7.4423 12.5939  0.148
C: -11.8130 1.7999 3.9760  -0.029
C: -13.2462 1.6715 4.0865  -0.368
C: -13.8577 0.6929 3.2170  -0.133
O: -14.4644 -0.1348 4.1303  0.091
C: -14.3093 0.1911 5.4085  -0.542
O: -14.8402 -0.3813 6.3376  0.132
O: -13.5191 1.2798 5.4543  0.101
H: -11.2640 2.3638 4.7301  0.100
H: -11.6270 2.4335 3.1088  0.101
H: -11.3535 0.8195 3.8501  0.103
H: -13.8273 2.5875 3.9799  0.165
H: -13.0540 0.2037 2.6667  0.141
H: -14.6450 1.1128 2.5909  0.150
C: -12.0663 3.3677 13.8869  -0.029
C: -12.7685 4.7008 13.6283  -0.323
C: -12.0250 5.8870 14.1455  -0.183
O: -12.0865 6.6722 13.0885  0.081
C: -12.4019 5.9915 11.9470  -0.538
O: -12.1932 6.4279 10.8439  0.151
O: -12.8059 4.7661 12.2064  0.098
H: -12.8735 2.6837 13.6250  0.069
H: -11.8988 3.2327 14.9555  0.086
H: -11.1800 3.1883 13.2783  0.099
H: -13.7610 4.6446 14.0755  0.154
H: -10.9782 5.6216 14.2932  0.143
H: -12.5225 6.2752 15.0343  0.147
C: -13.8063 -2.0647 11.8980  -0.022
C: -13.0370 -1.1005 10.9858  -0.337
C: -14.0429 -0.4042 10.0007  -0.061
O: -13.6648 0.9617 9.9326  0.113
C: -12.8781 1.2163 10.8934  -0.504
O: -12.4646 2.3305 11.2730  0.102
O: -12.5633 0.0316 11.5870  0.062
H: -13.3222 -2.6468 12.6821  0.051
H: -14.5224 -2.7736 11.4823  0.078
H: -14.3920 -1.5664 12.6705  0.081
H: -12.3309 -1.6097 10.3298  0.115
H: -15.0529 -0.3577 10.4079  0.113
H: -14.0410 -0.9114 9.0359  0.133
C: -16.6955 1.6160 12.0490  -0.007
C: -17.0021 2.9152 11.3544  -0.312
C: -17.5558 2.8088 9.9530  -0.095
O: -18.8580 3.3194 10.0736  0.085
C: -19.0064 3.8945 11.2756  -0.607
O: -19.9887 4.5710 11.5071  0.136
O: -18.0258 3.6195 12.0504  0.137
H: -15.7115 1.4028 11.6314  0.069
H: -17.4823 0.9298 11.7355  0.093
H: -16.6472 1.7039 13.1344  0.098
H: -16.0297 3.4045 11.4097  0.153
H: -17.5510 1.7725 9.6152  0.136
H: -16.9638 3.4368 9.2872  0.141
C: -16.9385 -5.0208 13.3065  -0.208
S: -17.5035 -5.1195 11.4562  0.828
O: -18.6383 -6.1890 11.4847  -0.573
C: -18.0069 -3.4214 11.2304  -0.295
H: -17.8994 -4.7580 13.7488  0.037
H: -16.3516 -4.1219 13.4956  0.021
H: -16.3794 -5.7885 13.8413  0.043
H: -18.4252 -3.3323 10.2278  0.056
H: -17.2204 -2.6680 11.2761  0.038
H: -18.6642 -3.1905 12.0687  0.052
C: -8.3701 -3.7801 11.6516  -0.241
S: -9.6334 -2.4283 11.2755  0.879
O: -10.9641 -3.2154 10.9927  -0.606
C: -9.0769 -1.8707 9.5543  -0.224
H: -8.3985 -4.2421 12.6384  0.044
H: -7.3305 -3.4554 11.6067  0.042
H: -8.3566 -4.4663 10.8047  0.049
H: -8.0085 -2.0100 9.3889  0.043
H: -9.1869 -0.8163 9.3008  0.043
H: -9.7340 -2.3719 8.8436  0.049
C: -11.4767 -2.2533 14.9961  -0.222
S: -10.0386 -1.6682 16.0971  0.784
O: -9.1191 -0.7595 15.3690  -0.556
C: -10.8895 -0.7561 17.4839  -0.239
H: -12.3083 -2.7324 15.5128  0.045
H: -11.0018 -3.0859 14.4771  0.013
H: -11.6558 -1.3153 14.4705  0.046
H: -11.6960 -1.3690 17.8864  0.045
H: -11.3410 0.0451 16.8988  0.032
H: -10.2401 -0.2839 18.2210  0.052

Forces on atoms 1 to 6 (eV/Å):
-0.397 -0.009 0.299
-2.552 2.437 -0.505
0.545 -0.906 -1.146
3.545 -1.100 -0.311
-1.526 -0.716 0.528
-0.750 -1.437 0.464

The value obtained for the HOMO-LUMO gap is 8.96 eV. For the highest occupied orbital energy, the calculation gives -0.3290 Eh.

---

Calculated energy, -177362.5606; -162622.9004; -49695.5622; -97094.0973 eV (same order as the records).